No. 1
Molecular formula: C35H36GeN2O5SV
Method: DFT, ωB97M-V with the def2-TZVPD basis set

```
81
Properties=species:S:1:pos:R:3:lowdin_spin:R:1
Ge 9.7992 9.7495 14.3808 -0.008
V 10.0844 9.7452 11.1917 2.009
S 8.5710 9.6848 9.0610 0.022
O 14.1076 14.1394 9.8461 0.000
O 15.7646 13.5279 11.1754 0.000
O 9.2752 9.9863 7.7982 -0.003
O 11.5490 13.3147 9.6630 0.001
O 10.2523 11.5962 10.2554 0.015
N 12.1471 10.7150 11.8850 0.008
N 13.2864 10.4124 12.5874 0.003
C 12.5691 9.3567 15.5013 0.000
C 5.9788 6.4862 9.1494 0.000
C 13.7213 8.6060 15.7945 0.000
C 10.2479 11.6230 14.8704 -0.001
C 6.7734 7.5472 9.5568 0.001
C 10.4623 11.9928 16.1993 0.000
C 6.7908 6.7412 6.9138 0.000
C 11.3043 12.2710 10.3101 0.004
C 11.6413 5.8151 9.2615 -0.002
C 7.2984 9.9899 15.6537 -0.001
C 10.8343 13.2889 16.5767 0.000
C 12.4512 11.7886 11.2011 0.005
C 10.7469 13.9349 14.2874 0.000
C 11.1661 8.1076 10.3276 -0.016
C 7.2628 10.8844 9.2560 0.005
C 6.1438 9.6241 16.3284 0.000
C 8.3936 8.0340 16.4396 0.000
C 7.2479 7.6584 17.1266 0.000
C 5.9906 6.0619 7.8344 0.000
C 12.7637 6.7230 14.6472 0.000
C 11.6132 7.4736 14.3811 0.000
C 13.8138 7.2920 15.3783 0.000
C 7.5665 7.8250 7.2988 0.001
C 9.9493 5.9996 11.0356 0.001
C 7.5385 8.2461 8.6234 0.006
C 6.1024 8.4277 17.0478 0.000
C 10.3941 12.6316 13.9283 0.000
C 10.9723 14.2674 15.6078 0.000
C 13.7761 12.2254 11.3591 0.000
C 9.0136 9.4999 12.6801 -0.071
C 8.4429 9.2027 15.6843 0.001
C 10.6039 6.7593 9.8770 0.000
C 11.5056 8.7991 14.7929 0.001
C 14.2375 11.2980 12.2954 0.004
C 14.6330 13.3567 10.7764 0.000
H 12.5127 10.4010 15.7969 0.000
H 10.8538 14.6801 13.5120 0.000
H 15.2128 11.3065 12.7478 0.000
H 9.5076 5.0734 10.6753 0.000
H 9.8427 6.9532 9.0950 0.000
H 11.6959 8.6075 9.5030 -0.003
H 7.7259 11.8572 9.4746 0.000
H 6.6321 10.5857 10.0831 0.000
H 11.2394 15.2902 15.8738 0.000
H 6.7618 6.4442 5.8732 0.000
H 10.3556 11.2630 16.9952 0.000
H 5.3233 5.2666 7.5278 0.000
H 13.2911 9.6740 13.2926 0.000
H 14.6844 6.7185 15.6581 0.000
H 5.2859 10.2796 16.3106 0.000
H 9.2776 7.3956 16.4938 0.000
H 12.4522 5.5746 9.9580 0.000
H 6.7317 10.9008 8.2909 0.001
H 7.9227 9.3166 12.6959 0.005
H 6.7365 7.8570 10.5851 0.000
H 10.9995 13.5353 17.6306 0.000
H 7.3262 10.9024 15.0814 0.000
H 11.1827 4.8642 8.9827 0.000
H 5.3529 6.0024 9.8985 0.000
H 5.2007 8.1672 17.5742 0.000
H 10.6964 5.7595 11.8096 0.000
H 12.8342 5.6905 14.3102 0.000
H 13.1520 13.8468 9.7179 0.000
H 11.9597 7.9539 11.0869 0.008
H 10.1571 12.3933 12.8973 0.000
H 12.0912 6.2467 8.3713 0.000
H 14.5366 9.0501 16.3580 0.000
H 7.2442 6.7406 17.7149 0.000
H 8.2291 8.3658 6.6262 0.000
H 9.1719 6.5864 11.5372 0.001
H 10.8047 7.0318 13.7803 0.000
```

Summary:
Relative energy (zero: lowest compared OMol25 entry of this formula, charge and spin) = 0.00 kcal per mole
Total charge = -1
HOMO-LUMO gap (alpha / beta) = 6.683 / 6.737 eV
2S+1 = 3



No. 2
Molecular formula: C3H5O2S
Method: DFT, ωB97M-V with the def2-TZVPD basis set

```
11
Properties=species:S:1:pos:R:3:nbo_charge:R:1
S -1.7733 0.4497 -1.5978 -0.118
O 0.3632 -1.2332 2.0083 -0.767
O 2.3053 -1.0472 0.9245 -0.797
C 1.0874 -0.7650 1.1153 0.751
C -0.9912 0.3595 0.0433 -0.502
C 0.5162 0.0701 -0.0438 -0.532
H 0.9839 1.0473 -0.2687 0.204
H -1.1563 1.3966 0.3600 0.188
H -1.5448 -0.2252 0.7632 0.244
H -0.6267 0.3276 -2.3171 0.118
H 0.8363 -0.3802 -0.9872 0.211
```

Summary:
Relative energy (zero: lowest compared OMol25 entry of this formula, charge and spin) = 12.11 kcal per mole
Total charge = -1
HOMO-LUMO gap = 7.227 eV
SMILES = O=C([O-])CCS



No. 3
Molecular formula: C52H40AsBrF4N5OPSeY
Method: DFT, ωB97M-V with the def2-TZVPD basis set

```
107
Properties=species:S:1:pos:R:3:mulliken_charge:R:1
Y -0.2662 -0.0629 0.2981 0.738
Br 2.7281 0.0651 0.4439 0.103
Se -5.5015 1.1367 -5.6112 0.361
As -0.1679 2.9433 0.0104 1.689
P 0.5775 -0.1784 3.1726 1.265
F 2.2156 -0.5997 5.6527 -0.334
F 5.4461 -0.3507 1.3348 -0.289
F 6.4825 -0.7480 3.7855 -0.248
F 4.8443 -0.8637 5.9458 -0.248
O 0.1278 -2.1534 -0.1216 -0.614
N 0.7522 -4.2903 0.1950 0.203
N -5.6702 0.8882 -3.8635 -0.899
N -3.7437 0.9016 -5.5896 -0.902
N -0.5149 0.1006 -2.0975 1.666
N -2.5608 0.0146 -0.2810 0.771
C -0.9615 3.4436 -1.6932 0.474
C -5.2037 0.3903 -1.0184 -0.846
C 3.8095 4.0065 -0.7162 -1.153
C -1.3350 3.8876 1.2083 0.120
C 4.3472 -0.6839 4.7436 0.245
C -2.2110 4.1620 -4.0730 -0.727
C -0.9970 -2.7607 5.9697 -0.860
C -2.4858 5.9006 1.8416 -0.835
C -0.8658 -3.7583 -1.5691 -1.283
C 0.3217 0.2790 -4.3308 -1.179
C 1.8042 4.7949 1.0469 -0.736
C -2.0301 0.4638 -3.9149 0.910
C 4.0607 4.9917 0.2301 -0.769
C 0.8508 3.6728 4.4315 -0.726
C -2.8729 0.2332 -1.5818 -0.577
C -2.9661 3.8330 2.9787 -0.931
C 0.4961 0.1024 -2.9648 -1.027
C -0.2085 3.8038 5.3193 -0.631
C -0.9561 0.4723 -4.8086 -0.658
C 3.2683 -0.3053 2.2362 0.527
C 2.5592 3.4109 -0.7763 -0.277
C -2.3533 3.5235 -1.7580 -0.482
C -2.9740 3.8858 -2.9455 -0.837
C 0.2619 1.3647 4.0713 1.180
C -1.7738 0.2690 -2.5593 -0.794
C 4.6369 -0.4266 2.3804 0.192
C -0.8274 4.0815 -4.0087 -0.845
C -0.2000 3.7225 -2.8210 -0.343
C 0.6452 -5.7332 -0.0817 -1.228
C 1.5513 3.8075 0.1005 0.668
C -2.0347 3.1834 2.1795 0.072
C -1.5665 5.2512 1.0334 -0.181
C 2.9764 -0.5502 4.5648 0.207
C -0.8938 -2.4816 3.2191 -0.260
C -1.0414 2.7233 5.5701 -0.951
C 1.0867 2.4593 3.8055 -0.953
C 5.1857 -0.6242 3.6438 0.579
C -0.2506 -1.5405 4.0298 0.527
C 3.0614 5.3826 1.1094 -0.815
C -0.3094 -1.6923 5.4172 -0.313
C 0.0530 -3.3921 -0.4477 0.572
C -3.4047 0.6761 -4.3460 1.016
C -4.4690 0.6660 -3.3934 0.994
C -3.5401 -0.0175 0.6275 -0.345
C -4.1932 0.4259 -1.9830 0.811
C -3.1891 5.1910 2.8086 -0.773
C -1.6332 -3.6881 5.1539 -0.718
C -1.5838 -3.5486 3.7745 -0.864
C 2.3898 -0.3712 3.3191 -0.916
C -0.8166 1.5056 4.9432 -0.519
C -4.8757 0.1659 0.3024 -1.192
C 1.6978 -3.9184 1.2517 -1.007
H -5.6308 0.1308 1.0743 0.554
H 1.0273 5.1131 1.7306 0.475
H 0.8822 3.7132 -2.7773 0.438
H -2.0823 -4.2681 3.1380 0.505
H 1.1770 0.2706 -4.9911 0.530
H 1.9296 2.3684 3.1264 0.417
H -3.2464 -0.1963 1.6582 0.535
H -3.5092 3.2841 3.7368 0.520
H -1.8904 -3.8004 -1.1915 0.328
H -0.3809 4.7471 5.8200 0.494
H -1.1513 0.6282 -5.8621 0.599
H 4.5860 3.7079 -1.4081 0.491
H -0.8402 -2.3953 2.1374 0.006
H 0.9502 -6.2662 0.8144 0.457
H 1.9754 -2.8746 1.1527 0.081
H -6.2300 0.5413 -1.3291 0.610
H 1.5061 4.5123 4.2402 0.536
H -2.9552 3.3564 -0.8710 0.443
H -1.0398 5.8046 0.2644 0.563
H 2.5843 -4.5402 1.1472 0.610
H 1.2503 -4.0941 2.2307 0.371
H 2.3743 2.6439 -1.5234 0.550
H 0.1769 -0.9827 6.0709 0.553
H -0.3787 -6.0109 -0.3101 0.464
H -1.8446 2.1252 2.3399 0.221
H 1.3049 -6.0142 -0.9018 0.342
H -0.8173 -2.9639 -2.3127 0.092
H -0.6280 -4.7057 -2.0407 0.569
H -2.1653 -4.5199 5.5958 0.455
H -0.2293 4.3285 -4.8764 0.507
H 1.4909 -0.0487 -2.5572 0.525
H -2.6618 6.9601 1.7123 0.472
H 3.2559 6.1578 1.8388 0.494
H -1.4738 0.6718 5.1501 0.495
H -2.6925 4.4639 -4.9940 0.497
H -3.9134 5.7014 3.4294 0.457
H -1.8634 2.8232 6.2668 0.502
H -4.0523 3.9842 -2.9811 0.522
H -1.0335 -2.8717 7.0450 0.473
H 5.0347 5.4597 0.2762 0.437
```

Summary:
Relative energy (zero: lowest compared OMol25 entry of this formula, charge and spin) = 0.00 kcal per mole
Total charge = +3
HOMO-LUMO gap = 7.399 eV



No. 4
Molecular formula: C32H62B2I2O18P
Method: DFT, ωB97M-V with the def2-TZVPD basis set

```
117
Properties=species:S:1:pos:R:3:mulliken_charge:R:1
I -1.8511 5.1087 3.2760 -0.071
I -2.8247 1.1631 0.2911 0.006
P -0.2311 3.4411 -3.4070 0.966
O 1.2101 2.8817 -3.9523 -0.667
O 0.5331 -0.0984 0.3766 -0.467
O 1.1249 -5.2786 0.7485 -0.427
O 5.6639 -5.0515 6.7808 -0.292
O 4.1262 -3.1197 4.9836 -0.411
O -1.1720 -3.3123 1.1173 -0.353
O -1.0711 4.1146 -0.8918 -0.493
O -7.0873 2.6747 -7.8655 -0.281
O -0.4163 4.8139 -3.8503 -0.739
O -5.3314 4.6964 -6.4010 -0.471
O -1.3369 2.4786 -4.1050 -0.372
O 1.2717 1.4969 -1.0506 -0.496
O 0.5178 3.1065 0.4789 0.334
O -1.7131 -6.4033 0.8466 -0.249
O 1.9012 3.8313 -1.0576 -0.619
O -1.0067 6.7694 0.2199 -0.676
O -4.0616 2.0499 -7.2385 -0.324
O 4.7232 -5.9021 3.8906 -0.327
C 2.6453 0.8424 0.9028 0.844
C 3.9005 0.3477 2.8301 -0.606
C 4.5405 -4.2678 7.1514 -0.579
C -3.9664 2.6612 -5.9553 -0.345
C -5.5909 4.6023 -7.7902 -0.272
C -0.3963 3.1688 -1.6011 0.507
C -2.9792 3.1528 1.1415 -0.007
C -6.9545 4.0528 -8.1711 -0.513
C 3.6197 -3.9979 5.9760 -0.240
C -2.1118 -7.2301 -0.2240 -0.822
C 4.9502 -4.6706 3.2234 -0.497
C 2.0553 5.3284 2.2146 -0.798
C -0.5922 -6.8819 1.5695 -0.764
C -2.8759 2.1286 -7.9987 -0.811
C 0.9225 2.8428 -0.7627 0.483
C 0.4188 -4.5478 -0.2500 -0.544
C 2.7692 0.1689 2.0894 -0.629
C -8.2970 2.3360 -7.2244 -0.822
C 4.8971 1.1844 2.4036 -0.572
C -4.0770 3.0254 2.2295 -1.683
C -1.0539 -2.4430 2.2280 -0.398
C 0.4097 -5.7806 1.8653 0.313
C -5.1883 3.5019 -5.6413 -0.359
C 6.8900 -4.5951 7.3089 -0.807
C 4.7942 1.8460 1.2103 -0.720
C 5.2298 -3.5346 4.1897 -0.320
C 3.6518 1.6559 0.4608 -0.014
C -0.1144 -3.1942 0.1808 0.106
C -1.6224 3.6039 1.6980 -1.065
C 1.2004 6.3619 1.4511 -0.568
C 1.4018 0.6887 0.0803 -0.006
C 3.6060 -6.6207 3.4098 -0.646
B -0.1203 5.7933 0.7521 -0.255
B -0.5590 4.1569 0.5335 0.486
H 3.5716 2.1678 -0.4863 0.263
H -1.4406 -1.4519 1.9794 -0.004
H -3.8955 1.8576 -5.2142 0.310
H 2.8034 5.8792 2.8053 0.410
H 3.9795 -4.8328 7.9065 0.376
H -3.3903 3.8306 0.3946 0.340
H -0.9611 -7.2783 2.5245 0.356
H -6.1008 2.9045 -5.6779 0.094
H -0.3690 -5.1561 -0.6956 0.136
H 3.2843 -7.3039 4.1961 0.354
H 6.0998 -3.7504 4.8108 0.067
H 3.8834 -7.2035 2.5248 0.372
H 4.0299 -0.1509 3.7844 0.556
H -2.1856 1.3244 -7.7223 0.300
H 5.4875 -2.6601 3.5863 0.464
H -3.7027 2.4465 3.0758 0.379
H -9.0932 2.1996 -7.9657 0.301
H 1.9867 -0.4973 2.4291 0.567
H -2.6777 -6.6156 -0.9245 0.240
H -0.0160 -2.3513 2.5641 0.201
H -0.0494 -4.9709 2.4341 0.065
H -1.3307 7.2774 0.9728 0.287
H -1.2513 -7.6458 -0.7582 0.386
H 6.9547 -3.5025 7.2987 0.376
H -8.6024 3.0943 -6.4971 0.385
H -0.5172 -2.6886 -0.7061 0.351
H 1.4799 4.7225 2.9150 0.182
H -4.7950 4.0610 -8.3030 0.064
H -5.0841 3.8345 -4.6059 0.439
H 0.7036 -2.5855 0.5759 -0.017
H 7.6890 -4.9853 6.6777 0.236
H 1.1544 -4.3645 -1.0376 0.432
H 5.8373 -4.8024 2.5900 0.398
H -0.9472 2.2046 -1.5616 -0.317
H 5.5470 2.5239 0.8301 0.430
H -2.3817 3.0978 -7.8810 0.376
H 5.7937 1.3376 2.9954 0.395
H -7.7352 4.6468 -7.6846 0.342
H -1.6448 -2.8617 3.0437 0.332
H 0.8610 7.1057 2.1960 0.251
H 2.7692 -5.9605 3.1624 -0.008
H 2.7367 -3.4924 6.3764 0.407
H -3.1466 2.0130 -9.0499 0.254
H 3.2618 -4.9277 5.5322 0.053
H 1.1732 -6.2170 2.5172 0.159
H -4.9050 2.4424 1.8098 0.475
H -7.0707 4.1569 -9.2589 0.372
H -3.0705 3.2808 -5.8754 0.298
H 2.2072 3.7797 -1.9715 0.533
H -4.4940 3.9928 2.5038 0.453
H -0.0892 -7.6918 1.0297 0.374
H 1.8213 6.9369 0.7529 0.361
H 1.6134 2.3505 -3.2472 0.422
H 4.1061 -4.4033 2.5801 0.260
H -5.5526 5.6331 -8.1543 0.420
H -2.7561 -8.0411 0.1334 0.291
H 4.8511 -3.3148 7.5925 0.345
H 7.0335 -4.9674 8.3292 0.300
H -1.1778 1.5735 -3.8003 0.275
H -8.1430 1.3960 -6.6951 0.237
H -1.1518 2.7308 2.1571 0.551
H 2.6366 4.7251 1.5145 0.049
```

Summary:
Total charge = -1
HOMO-LUMO gap = 6.719 eV



Calculated electronic energy, -143136.439; -18123.503; -281481.647; -97888.483 eV (same order as the records).